Computed, not measured: a 11-piece molecular cluster, C6H36N2O10 overall at a distorted geometry, with ωB97M-V/def2-TZVPD.

Cartesian coordinates (Å):
H (-1.652, -0.365, -0.958)
O (-3.157, -0.489, 3.206)
C (-0.308, 1.243, -0.702)
O (-0.876, -1.612, 2.632)
O (2.522, -1.221, 2.662)
O (2.075, 1.215, 3.602)
H (-0.283, -1.858, -1.819)
H (-1.135, -1.059, 3.392)
H (1.218, 1.197, 3.185)
H (-1.291, 1.793, -0.229)
H (-3.180, 2.047, -2.305)
O (0.543, -3.551, -2.892)
C (1.455, -0.576, -2.745)
H (-1.070, -3.052, 1.700)
H (1.385, 0.555, -2.838)
C (2.563, -0.914, -1.785)
H (-2.538, 0.056, -3.222)
H (1.610, -0.975, -3.750)
H (3.336, -0.373, -2.281)
H (0.854, -3.007, -3.634)
H (-0.636, -1.013, 2.087)
H (2.509, 4.673, 1.248)
H (-0.962, 0.652, -3.880)
H (1.314, -4.208, 2.214)
H (2.934, -0.899, 1.769)
H (-1.786, 2.837, -2.062)
H (-1.232, -4.613, 1.246)
H (-1.769, 4.713, -0.549)
H (-3.204, 0.094, 2.467)
H (2.439, -0.640, -0.811)
N (-0.030, -0.953, -2.364)
N (0.324, 0.545, 0.475)
H (1.717, -3.784, 0.962)
H (2.135, -1.999, 2.391)
H (0.635, -0.464, 0.145)
H (2.679, -2.029, -1.721)
H (0.442, 1.885, -1.185)
H (-3.506, -1.261, 3.158)
O (-1.018, 2.091, 2.321)
H (-1.444, 1.624, 2.927)
O (-1.846, 4.291, 0.364)
O (2.025, -4.297, 1.666)
C (-2.197, 2.137, -2.788)
H (-0.366, -3.676, -2.811)
C (-1.641, 0.709, -2.973)
H (-0.532, 1.470, 1.912)
C (-0.890, 0.186, -1.676)
O (-0.856, -3.729, 1.128)
H (1.121, 3.994, 1.105)
H (-2.301, 2.711, -3.755)
H (1.095, 1.035, 0.562)
H (2.258, 0.266, 3.798)
H (-1.068, 3.864, 0.504)
O (1.586, 4.734, 0.907)

Its HOMO energy is -0.333 hartree. The energy above the lowest of the compared OMol25 structures with the same formula, charge and spin comes out at 7.613 eV. The calculation puts the LUMO energy at 0.06 eV. As for the charge: 0. The SMILES is CCN[C@H](CC)CN.O.O.O.O.O.O.O.O.O.O. The value obtained for the total energy is -30255.966 eV. Its orbital gap is 9.110 eV.